Here is the ion C5H10NO with charge +1 at a distorted geometry from OMol25. Energies are from ωB97M-V/def2-TZVPD.

Output
ΔE to the lowest compared entry with this formula, charge and spin ... 73.8 kcal/mol
Gap between HOMO and LUMO ... 9.6 eV
Structure (SMILES) ... C=C[C@H]1C[NH2+]CO1
HOMO energy ... -0.480 Eh

Geometry as ORCA input:
```
! RIJCOSX wB97M-V def2-TZVPD def2/J DEFGRID3
* xyz 1 1
C -2.04815 -0.87636 -0.39419
C -1.03687 -0.84257 -1.28370
C 0.28490 -0.21886 -0.94913
C 0.21534 1.15310 -0.22777
N 1.26666 0.97716 0.83853
C 0.95670 -0.47017 1.19490
O 0.97171 -1.11625 -0.00375
H -2.40585 0.00307 0.13893
H -2.57209 -1.79920 -0.16457
H -1.13931 -1.28905 -2.26821
H 0.98022 -0.17373 -1.78368
H -0.72619 1.38099 0.25911
H 0.46928 1.91563 -0.95852
H 2.16415 1.10104 0.36911
H 1.15741 1.55104 1.67397
H -0.08433 -0.40874 1.55298
H 1.54642 -0.88710 2.00598
*
```